No. 1
The following is a quantum chemistry calculation of a structure of composition C32H55BGeN8OOsS, from the OMol25 dataset.

```
100
Properties=species:S:1:pos:R:3
C -0.95 2.69 -1.65
H -3.28 -0.58 4.33
H -0.90 4.86 -2.26
H 2.10 -2.55 -0.19
C -1.73 2.02 -2.73
C -1.45 1.37 4.39
C 5.38 4.03 -2.30
H -3.66 2.45 -1.84
H -2.81 -1.78 1.56
H -1.79 0.96 -2.50
H -4.23 0.72 2.45
C -1.49 -5.48 -2.20
C 4.85 5.17 -0.08
N -0.84 0.67 2.34
H 3.45 -4.37 0.78
C -4.63 -2.36 -1.02
C 4.19 -0.32 1.42
H 0.54 -3.06 -0.76
B 1.00 2.37 1.92
C 0.06 4.25 -0.40
C -1.69 0.45 3.36
H -2.75 -2.84 3.41
C 4.21 6.19 2.11
C -5.82 -4.58 -1.11
N 0.16 3.01 0.20
H -5.69 -5.66 -1.21
H -3.99 -4.09 -2.11
C -3.31 -1.58 -1.13
C -1.01 2.18 -4.08
N -0.47 2.02 -0.63
H -3.14 3.65 -3.03
H -0.83 -6.31 -1.97
C 4.62 4.19 -1.03
H -3.72 2.06 -3.56
H -6.32 -4.39 -0.15
H -1.37 -3.32 -2.38
N 1.97 -0.22 0.87
H 5.62 5.92 -0.20
H 4.46 -3.20 1.64
H -2.33 -5.51 -1.51
C 3.09 -2.32 0.19
C -4.47 -3.87 -1.16
H -0.59 -3.67 1.36
H 4.05 -3.32 -1.47
N 2.39 0.96 1.58
H 3.29 6.76 2.24
H 3.78 -1.60 -1.74
H 4.27 1.64 2.40
C -2.00 -2.05 3.36
C -0.73 -4.16 -2.10
N 3.06 4.25 1.24
C -3.15 2.59 -2.79
H 0.10 -4.20 -2.82
Os -0.27 -0.01 0.37
C -0.63 4.10 -1.55
H -0.93 3.23 -4.36
C -0.43 2.17 3.95
H -1.96 1.44 5.33
H -2.84 -1.74 -2.10
H -3.34 -0.27 1.24
O 0.24 -0.55 -1.27
H -5.11 -2.13 -0.06
C -0.13 -3.92 -0.71
H -4.60 -1.00 2.26
C 4.06 -2.34 -0.99
H -1.87 -5.62 -3.21
H -3.85 -4.25 -0.35
H -6.47 -4.24 -1.91
H -1.87 -4.49 0.48
C 2.86 3.34 0.34
H -1.35 -2.13 4.23
H 5.08 -2.13 -0.67
H 5.02 6.88 1.87
H -1.56 1.65 -4.86
H 4.44 5.70 3.06
H 0.04 2.99 4.45
H 3.43 2.57 -1.45
H 2.75 -3.38 2.06
C 3.73 0.87 1.88
Ge -2.04 -1.90 0.36
H 1.49 3.27 2.49
C -1.14 -3.67 0.41
H 0.46 5.15 0.03
N -0.06 1.75 2.72
C -3.80 -0.26 2.25
N 3.63 3.31 -0.77
C 4.03 5.17 1.05
H 5.86 3.05 -2.33
C 3.06 -0.97 0.81
H 5.19 -0.71 1.50
H -1.39 -2.20 2.45
H -5.29 -2.01 -1.81
S 1.57 1.91 0.30
H -3.57 -0.51 -1.08
H 4.71 4.11 -3.16
H 0.48 -4.80 -0.46
H -0.01 1.75 -4.03
C -2.73 -0.61 3.39
C 3.46 -3.38 1.24
H 6.15 4.79 -2.39
```

E: -118516.854 eV
2S+1: 5
Energy above the lowest of the compared OMol25 structures with the same formula, charge and spin: 188.2 kcal/mol
LUMO (alpha / beta): -6.72 / -6.71 eV
Total charge: +2

=====

No. 2
The following is a quantum chemistry calculation of an isolated molecule of C4H9N, from the OMol25 dataset.

```
14
Properties=species:S:1:pos:R:3
H -1.57 -1.45 -0.17
H -1.60 0.31 1.61
C -0.72 0.19 0.99
H 1.43 1.41 -1.08
C -0.59 -1.06 0.11
N -0.38 1.33 0.12
H 0.11 0.06 1.66
H 1.64 0.41 0.38
H -0.51 -0.39 -1.77
C 0.35 -0.54 -1.09
H -0.11 -1.88 0.66
H 0.99 -1.21 -1.65
H 0.06 2.10 0.64
C 0.89 0.71 -0.42
```

E: -5782.814 eV
2S+1: 1
Energy above the lowest of the compared OMol25 structures with the same formula, charge and spin: 23.0 kcal/mol
LUMO: 1.17 eV
Total charge: 0
SMILES: C1CCNC1

=====

No. 3
The following is a quantum chemistry calculation of a cluster of 5 separate species, C25H21BN2O19P in total, from the OMol25 dataset.

```
69
Properties=species:S:1:pos:R:3
C -1.08 0.74 7.77
O 1.83 -5.02 -5.44
O -6.87 1.21 0.44
H 0.07 -0.98 -0.57
C -1.50 1.27 6.62
O -0.84 1.73 -1.89
B -0.81 -0.41 0.05
H 1.50 2.21 -0.84
O 2.68 1.16 -2.99
H 1.81 -0.46 -5.72
C -6.35 1.68 1.57
N 1.01 1.89 -0.02
C 0.12 -0.16 7.84
C -6.38 2.93 3.63
H 0.55 0.26 3.58
O -1.68 0.96 8.94
C 1.25 -1.46 -7.51
C 0.40 0.05 5.45
C 0.24 -1.56 1.76
H -0.82 0.88 -2.35
O 0.43 -0.58 8.95
O 4.94 2.47 -3.01
O -1.11 1.43 4.31
H 0.78 -0.73 -9.15
H 5.76 -3.14 -1.97
P -0.47 1.47 -0.32
H 2.09 -4.68 -4.56
O -4.41 3.05 4.98
C -4.92 1.28 1.81
C 1.64 -1.40 -6.23
O 7.09 -1.60 -2.07
H 1.05 -4.94 -7.99
C 1.22 -4.01 -7.47
H -2.37 1.92 6.56
O 2.17 -2.67 -4.32
C -4.26 1.78 3.01
C 1.61 -3.95 -6.19
C -4.94 2.55 3.86
C -0.79 0.98 5.39
H -5.13 3.57 5.40
C 3.62 -0.96 -2.55
H -3.23 1.50 3.16
O 1.01 -0.22 4.31
O -1.50 2.44 0.50
C -7.03 2.45 2.43
O 1.14 -2.32 1.88
H 7.11 0.99 -2.53
H -1.15 0.45 9.59
H -8.06 2.74 2.27
H 1.66 -1.14 6.68
H -6.15 0.69 0.03
C 6.10 -0.93 -2.30
O -6.92 3.62 4.48
H 3.99 2.68 -3.12
C 0.81 -0.48 6.62
O -4.39 0.57 0.99
C 6.14 0.50 -2.54
O 1.05 -0.39 -8.27
C 3.66 0.47 -2.78
O 4.82 -2.94 -2.11
O 0.64 -2.74 -9.37
N -0.57 -0.68 1.62
C 1.01 -2.78 -8.21
C 5.00 1.17 -2.77
H -1.90 -0.78 -0.34
C 1.83 -2.63 -5.49
H 2.66 -1.44 -2.56
H -1.63 2.08 1.39
C 4.76 -1.62 -2.33
```

E: -78115.498 eV
2S+1: 1
Energy above the lowest of the compared OMol25 structures with the same formula, charge and spin: 0.0 kcal/mol
LUMO: -0.01 eV
Total charge: -1

=====

No. 4
The following is a quantum chemistry calculation of a cluster of 10 separate species, C58H57FN2O7 in total, from the OMol25 dataset.

```
125
Properties=species:S:1:pos:R:3
C 6.85 0.48 -5.48
C 7.72 1.28 -6.22
C 6.28 6.35 0.10
C -0.94 -5.34 7.21
C 1.55 8.22 5.05
H 4.74 2.88 -4.35
H -4.14 0.15 -8.01
H -3.67 -1.12 1.78
H -3.97 -6.27 1.78
H -3.25 -4.10 2.24
C 5.57 2.43 -4.88
H -8.58 -1.07 2.47
H -7.43 -7.57 3.96
C 1.09 -2.20 -2.78
H -0.54 2.95 -1.54
H -0.92 -2.23 -6.46
H 0.65 -5.49 3.38
H -5.41 -4.90 0.30
H 1.78 2.83 -0.70
H -1.07 6.70 0.47
H 8.56 0.83 -6.74
C 0.86 5.78 0.70
H -2.03 -2.30 -3.59
C 0.34 -7.30 6.64
H 1.66 -4.15 1.56
O 0.67 -1.87 -1.63
O 1.92 1.01 -2.10
O 3.40 -0.30 -2.67
C -5.31 -1.86 2.96
H -7.87 -4.89 0.64
C 4.68 8.53 0.76
H 7.80 7.31 1.28
N 2.54 0.71 -3.08
H -2.28 -0.16 -6.40
C -0.23 -3.37 0.88
C -7.80 -6.23 2.32
C -0.95 4.83 -0.59
C 1.70 7.34 3.98
C -5.56 -0.34 1.10
H -4.68 -2.46 3.61
C -7.50 -1.08 2.32
C -7.23 -5.48 1.29
C 6.79 7.37 0.90
H 6.37 9.25 1.87
H 4.75 8.27 6.18
H -1.97 4.89 -0.96
O 0.41 -2.87 -5.03
H 0.85 7.09 3.36
H -4.98 -7.61 3.61
H 0.82 -5.31 5.97
H 2.68 4.64 0.74
C -6.69 -1.84 3.15
O 2.80 -1.11 -4.79
H 4.58 5.63 -1.00
C -6.94 -0.33 1.29
H -2.66 -5.67 8.46
H 6.91 5.50 -0.16
H 0.21 -2.78 0.08
C 0.14 -5.93 6.55
C -1.61 -3.36 1.07
C -3.82 -1.75 -8.97
H -5.12 0.25 0.30
H -2.24 -2.77 0.41
C 6.44 3.23 -5.62
H 5.01 6.68 4.30
C 0.02 -4.89 2.74
C -5.86 -5.49 1.10
C 5.98 8.46 1.24
O 2.47 -2.54 -2.87
H 4.06 9.38 1.01
C -1.35 -0.32 -3.42
C -5.04 -6.26 1.93
H 1.25 6.57 1.33
H 7.02 -0.59 -5.42
H -2.30 -8.12 8.60
C 5.78 1.06 -4.81
H 4.31 -1.92 -3.62
C -0.54 -8.09 7.38
H -7.57 0.26 0.64
C -0.15 3.74 -0.91
C -3.55 -0.76 -8.03
F -1.20 0.75 -4.37
C 3.89 8.00 5.57
H -8.88 -6.22 2.47
C -5.61 -7.01 2.96
C 4.04 7.12 4.51
C -1.73 -2.09 -7.16
C 1.16 3.67 -0.44
C 2.95 6.79 3.71
H 3.53 -1.17 -5.45
C -2.50 -0.93 -7.13
H -1.10 -4.27 7.14
C -3.05 -2.91 -9.01
C 3.25 -1.49 -3.49
N -1.31 -1.68 -3.98
H 3.16 7.57 -0.42
O -1.54 -0.01 -2.24
C -6.99 -6.99 3.15
H -0.38 -9.16 7.44
H 0.57 8.65 5.26
H 8.18 3.27 -6.88
C -1.82 -6.13 7.95
H -7.13 -2.42 3.96
C -4.75 -1.11 1.93
H -3.27 -3.68 -9.74
H 2.52 9.25 6.67
C 4.97 6.42 -0.37
C -0.44 5.85 0.22
H -4.64 -1.62 -9.67
C 0.03 -2.27 -3.98
C 7.51 2.65 -6.30
C -2.01 -3.08 -8.10
C -1.36 -4.87 2.93
C 4.17 7.51 -0.05
H 1.19 -7.76 6.13
H 5.10 0.44 -4.23
H 3.07 6.10 2.88
C 1.66 4.69 0.37
H -1.41 -3.98 -8.13
C -2.17 -4.11 2.10
C -1.62 -7.50 8.03
H -1.80 -5.45 3.73
H 6.27 4.30 -5.68
C 2.64 8.56 5.84
C 0.58 -4.14 1.71
```

E: -81094.411 eV
2S+1: 1
LUMO: -2.03 eV
Total charge: 0
SMILES: O=NO[C@H](O)OC(=O)C(=O)NC(=O)F.c1ccccc1.c1ccccc1.c1ccccc1.c1ccccc1.c1ccccc1.c1ccccc1.c1ccccc1.c1ccccc1.c1ccccc1